--- A ---
The molecule C10H8O2. Source: OMol25; level of theory: ωB97M-V with the def2-TZVPD basis set.

Orbital gap ... 8.09 eV
HOMO energy ... -0.2787 hartree
2S+1 ... 1
SMILES string ... Oc1cccc2cccc(O)c12

Cartesian coordinates (Å):
1 O 0.948 2.545 0.352
2 C 1.212 1.229 0.098
3 C 2.338 0.479 -0.058
4 C 2.358 -0.969 -0.183
5 C 1.242 -1.767 0.081
6 C 0.027 -0.997 0.035
7 C -1.123 -1.783 0.093
8 C -2.393 -1.241 0.103
9 C -2.530 0.166 -0.066
10 C -1.341 1.018 -0.117
11 O -1.708 2.352 -0.251
12 C -0.048 0.472 -0.044
13 H 1.708 3.095 0.251
14 H 3.374 0.918 -0.551
15 H 3.326 -1.414 -0.303
16 H 1.443 -2.856 0.062
17 H -1.141 -2.926 0.056
18 H -3.200 -1.853 0.329
19 H -3.477 0.559 0.131
20 H -1.015 2.974 -0.018

--- B ---
The molecule C10H8O2. Source: OMol25; level of theory: ωB97M-V with the def2-TZVPD basis set.

Orbital gap ... 8.42 eV
HOMO energy ... -0.3167 hartree
2S+1 ... 1
SMILES string ... CC(=O)c1cc2ccccc2o1

Cartesian coordinates (Å):
1 C -0.114 -2.482 2.520
2 C -0.104 -0.990 2.743
3 O -0.007 -0.342 3.696
4 C -0.210 -0.387 1.340
5 C -0.565 -0.928 0.158
6 C -0.183 0.032 -0.870
7 C -0.289 0.150 -2.317
8 C 0.142 1.395 -3.002
9 C 0.616 2.511 -2.282
10 C 0.567 2.363 -0.816
11 C 0.055 1.266 -0.149
12 O 0.375 0.794 1.058
13 H -0.856 -2.994 3.381
14 H -0.793 -2.616 1.549
15 H 0.965 -2.950 2.299
16 H -1.096 -2.040 0.312
17 H -0.169 -0.788 -2.798
18 H -0.019 1.385 -4.108
19 H 0.728 3.382 -2.655
20 H 0.959 3.236 -0.060

The calculated energies rank the structures as follows, beginning with the most stable: A, B.

--- A ---
A structure of composition C4H11NO2S2. Source: OMol25; level of theory: ωB97M-V with the def2-TZVPD basis set.

Orbital gap ... 9.73 eV
HOMO energy ... -0.3531 hartree
2S+1 ... 1

Cartesian coordinates (Å):
1 C -0.728 -2.343 0.662
2 C 1.234 1.379 0.574
3 C 0.499 1.917 -0.760
4 C -0.451 0.967 -1.487
5 H -1.168 -3.205 1.248
6 H -1.225 -1.469 0.269
7 H -0.139 -2.897 -0.238
8 H 0.693 1.208 1.686
9 H 2.424 1.764 0.744
10 H 1.275 1.860 -1.350
11 H 0.141 2.971 -0.698
12 H -0.686 1.690 -2.376
13 H -0.017 -0.013 -1.881
14 H -2.535 1.536 -0.874
15 H -2.173 -0.148 -1.282
16 N -1.658 0.608 -0.728
17 O 0.336 -0.781 2.664
18 O 1.591 -2.918 2.074
19 S 0.793 -1.697 1.616
20 S 1.793 -0.428 0.136

--- B ---
A cluster of 2 separate species, C4H11NO2S2 in total. Source: OMol25; level of theory: ωB97M-V with the def2-TZVPD basis set.

Orbital gap ... 8.46 eV
HOMO energy ... -0.2988 hartree
2S+1 ... 1
SMILES string ... CSSC[C@@H](N)C=O.O

Cartesian coordinates (Å):
1 C 2.907 -1.438 -0.536
2 S 1.362 -2.284 -0.128
3 S -0.251 -1.553 -1.028
4 C -0.314 0.186 -0.675
5 C -1.514 0.703 0.132
6 N -1.598 0.306 1.497
7 C -1.425 2.258 0.104
8 O -1.411 2.784 -0.983
9 H 3.581 -2.199 -0.936
10 H 2.769 -0.654 -1.281
11 H 3.242 -0.974 0.387
12 H -0.235 0.828 -1.559
13 H 0.617 0.448 -0.152
14 H -2.404 0.552 -0.506
15 H -1.806 -0.663 1.683
16 H -0.763 0.496 2.028
17 H -1.623 2.793 1.030
18 O 0.398 2.637 2.281
19 H -0.385 2.579 2.828
20 H 1.092 2.346 2.887

The calculated energies rank the structures as follows, beginning with the most stable: B, A.

--- A ---
The ion C8H13N4 with charge +1. Source: OMol25; level of theory: ωB97M-V with the def2-TZVPD basis set.

Orbital gap (alpha / beta) ... 7.76 / 7.96 eV
HOMO energy (alpha / beta) ... -0.4764 / -0.4604 hartree
Charge ... +1
2S+1 ... 1
SMILES string ... Cc1n(C)c2c([n+]1C)=NCCN=2

Cartesian coordinates (Å):
1 C 2.313 -1.100 0.676
2 C 1.027 -0.572 0.320
3 N -0.082 -1.176 -0.101
4 C -0.351 -2.610 -0.272
5 C -1.000 -0.174 -0.489
6 C -0.285 1.030 -0.270
7 N 0.907 0.743 0.293
8 C 1.918 1.642 0.782
9 N -1.199 2.281 0.207
10 C -2.537 2.039 -0.173
11 C -2.862 0.955 -1.229
12 N -2.213 -0.278 -0.888
13 H 3.121 -0.804 0.048
14 H 2.560 -2.142 0.668
15 H 2.662 -0.622 1.540
16 H -0.225 -2.772 -1.367
17 H 0.236 -3.138 0.427
18 H -1.440 -2.761 -0.041
19 H 1.809 2.571 0.189
20 H 2.951 1.229 0.670
21 H 1.551 1.862 1.781
22 H -3.013 3.047 -0.658
23 H -3.137 2.059 0.843
24 H -3.966 0.871 -1.366
25 H -2.480 1.185 -2.169

--- B ---
A cluster of 2 separate species, C8H13N4 in total. Source: OMol25; level of theory: ωB97M-V with the def2-TZVPD basis set.

Orbital gap ... 8.72 eV
HOMO energy ... -0.4207 hartree
Charge ... +1
2S+1 ... 1

Cartesian coordinates (Å):
1 C 3.458 -0.054 -0.631
2 C 3.464 0.537 0.613
3 C 1.351 0.721 -0.183
4 C -1.149 2.206 0.604
5 C -1.648 -2.027 0.930
6 C -1.062 1.029 0.045
7 C -1.766 0.184 -2.008
8 C -1.957 -1.295 -0.136
9 N 2.148 0.094 -1.061
10 N -0.975 -1.874 2.014
11 N 2.140 0.923 0.893
12 N -1.626 0.049 -0.527
13 H 4.271 -0.342 -1.284
14 H 4.120 0.445 1.400
15 H -2.132 2.513 0.922
16 H -0.471 2.839 1.084
17 H -2.095 -3.006 0.825
18 H -1.581 -0.607 -2.715
19 H -2.821 0.348 -2.142
20 H -1.142 1.078 -2.350
21 H 1.799 -0.153 -2.033
22 H -2.524 -1.622 -0.944
23 H -0.986 -2.633 2.721
24 H 1.889 1.631 1.613
25 H -0.704 -0.982 2.347

The calculated energies rank the structures as follows, beginning with the most stable: A, B.

--- A ---
A structure of composition C3H4IN. Source: OMol25; level of theory: ωB97M-V with the def2-TZVPD basis set.

Orbital gap (alpha / beta) ... 8.75 / 6.09 eV
HOMO energy (alpha / beta) ... -0.3441 / -0.3073 hartree
2S+1 ... 1

Cartesian coordinates (Å):
1 C -0.482 -0.977 0.479
2 C 0.889 -0.631 0.432
3 C -0.891 0.254 -0.349
4 N 0.576 0.264 -0.527
5 I 1.429 3.195 -0.028
6 H -0.700 -2.108 0.445
7 H 1.919 -1.004 0.732
8 H -1.409 -0.101 -1.278
9 H -1.332 1.108 0.094

--- B ---
A structure of composition C3H4IN. Source: OMol25; level of theory: ωB97M-V with the def2-TZVPD basis set.

Orbital gap ... 8.10 eV
HOMO energy ... -0.3280 hartree
2S+1 ... 1

Cartesian coordinates (Å):
1 C 0.216 0.124 -1.608
2 C -0.842 0.149 -0.422
3 C 1.134 -0.031 -0.641
4 N 0.073 0.052 0.462
5 I -0.678 -0.061 3.611
6 H 0.000 0.010 -2.580
7 H -1.828 0.092 -0.170
8 H 2.154 -0.227 -0.695
9 H -0.230 -0.107 2.043

--- C ---
A structure of composition C3H4IN. Source: OMol25; level of theory: ωB97M-V with the def2-TZVPD basis set.

Orbital gap (alpha / beta) ... 7.91 / 7.86 eV
HOMO energy (alpha / beta) ... -0.3083 / -0.3063 hartree
2S+1 ... 1

Cartesian coordinates (Å):
1 C 1.060 0.469 -0.050
2 C -0.052 1.204 0.165
3 C 0.144 -0.643 -0.413
4 N -0.946 0.161 -0.288
5 I -2.812 -0.262 0.095
6 H 2.224 0.503 0.025
7 H -0.311 2.107 0.735
8 H 0.206 -1.347 -1.136
9 H 0.487 -2.192 0.866

The calculated energies rank the structures as follows, beginning with the most stable: A, B, C.